(1)
3 unconnected molecules or ions with the total composition C6H16IN2 in a non-equilibrium geometry. Source: OMol25; level of theory: wB97M-V/def2-TZVPD.

```
25
C6H16IN2 (wB97M-V/def2-TZVPD)
C 0.432 0.000 0.976
H -2.352 1.746 -0.031
H -3.389 -0.296 -2.054
H 0.152 -2.394 -1.337
N -0.323 -0.952 0.134
C 1.197 2.253 1.127
H 1.540 1.914 2.100
H -1.888 1.623 -1.805
H 1.047 -0.864 -1.481
H 0.065 1.446 -0.415
C -0.960 -1.942 1.020
H 1.458 -2.004 -0.194
C 0.637 -1.593 -0.781
H -3.847 -0.175 -0.285
C -3.256 0.194 -1.106
H 0.538 3.112 1.242
H -1.601 -1.430 1.735
H 5.677 0.100 0.151
H -1.064 -0.467 -0.422
H -1.549 -2.649 0.440
N 0.495 1.177 0.476
C -2.436 1.219 -0.967
H 2.053 2.553 0.524
I 4.155 0.072 -0.191
H -0.184 -2.468 1.576
```

The HOMO-LUMO gap is 0.3689 hartree. As for the total charge: +1. The HOMO energy comes out at -12.89 eV. As for the energy above the lowest of the compared OMol25 structures with the same formula, charge and spin: 185.5 kJ/mol. As for the strongest force on any atom: 1.3 eV/A. As for the total energy: -645.0649 a.u.

Atom charges from the Mulliken analysis, given in e for atoms 1 to 8: atom 1 (C): -0.70, atom 2 (H): 0.33, atom 3 (H): 0.29, atom 4 (H): 0.38, atom 5 (N): 0.54, atom 6 (C): -0.91, atom 7 (H): 0.36, atom 8 (H): 0.38

---

(2)
2 unconnected molecules or ions with the total composition C8H8F3NO2 in a non-equilibrium geometry. Source: OMol25; level of theory: wB97M-V/def2-TZVPD.

```
22
C8H8F3NO2 (wB97M-V/def2-TZVPD)
F -3.261 -0.575 1.780
H 1.680 -2.060 -1.146
H -0.337 -0.249 2.142
C -1.077 0.669 -0.710
O -2.766 2.064 -1.593
N -1.966 1.846 -0.679
O -1.899 2.554 0.280
H 2.001 -0.164 0.674
C 0.032 0.753 0.218
C -0.222 -1.290 -1.788
C -0.126 0.774 1.708
H -0.032 -1.893 -2.668
C -2.797 -0.767 0.535
C 1.118 -0.271 -0.016
H 0.868 1.101 2.020
H -1.017 1.399 1.923
F -3.808 -0.682 -0.324
C -1.096 -0.174 -1.845
C 0.887 -1.248 -0.886
F -2.162 -1.977 0.434
H -1.839 -0.107 -2.680
H 0.577 1.807 0.161
```

The HOMO-LUMO gap (alpha / beta) is 0.2647 / 0.2836 hartree. As for the total charge: 0. The HOMO energy (alpha / beta) comes out at -8.20 / -9.39 eV. As for the energy above the lowest of the compared OMol25 structures with the same formula, charge and spin: 480.9 kJ/mol. As for the strongest force on any atom: 3.7 eV/A. As for the total energy: -814.2272 a.u.

Atom charges from the Mulliken analysis, given in e for atoms 1 to 8: atom 1 (F): -0.22, atom 2 (H): 0.26, atom 3 (H): 0.27, atom 4 (C): -0.55, atom 5 (O): -0.65, atom 6 (N): 1.13, atom 7 (O): -0.61, atom 8 (H): 0.31